(1)
ORCA calculation (ωB97M-V/def2-TZVPD) on a 7-piece molecular cluster, C11H36N2O7 overall.

- calculated total energy (hartree) = -1076.73155
- Kohn-Sham gap (eV) = 9.13
- structure (SMILES) = NC(N)=O.CCO.CCO.CCO.CCO.CO.CO

ORCA input file:
```
! wB97M-V def2-TZVPD RIJCOSX def2/J DEFGRID3
* xyz 0 1
N 1.713 1.620 -2.732
C 2.170 0.688 -3.480
N 2.737 1.199 -4.547
O 1.974 -0.666 -3.281
H 1.389 1.164 -1.869
H 1.765 2.628 -2.711
H 3.335 0.498 -5.208
H 2.978 2.198 -4.715
C 1.470 -0.776 0.711
C 1.578 0.741 0.613
O 0.545 1.115 -0.342
H 1.761 -1.298 -0.169
H 0.472 -1.046 0.947
H 2.154 -1.063 1.499
H 2.524 1.075 0.331
H 1.492 1.132 1.609
H 0.136 1.976 -0.081
C -1.118 4.218 -0.496
C -0.076 4.199 0.605
O -0.395 3.051 1.330
H -0.992 3.527 -1.339
H -1.152 5.212 -0.922
H -2.170 3.980 -0.138
H -0.095 5.203 1.160
H 0.976 4.287 0.134
H -0.697 3.283 2.237
C 0.554 -3.947 1.793
C 0.483 -4.705 0.434
O 0.191 -3.610 -0.422
H -0.400 -3.425 1.980
H 1.483 -3.380 1.864
H 0.620 -4.627 2.659
H -0.283 -5.466 0.430
H 1.432 -5.062 0.015
H 0.944 -3.563 -0.993
C -1.710 -0.027 -2.224
C -0.995 -1.332 -2.093
O -1.885 -2.354 -1.614
H -2.442 -0.112 -2.943
H -1.022 0.736 -2.577
H -2.173 0.394 -1.387
H 0.003 -1.169 -1.618
H -0.673 -1.801 -3.021
H -1.354 -3.045 -1.175
C -2.523 -1.005 1.344
O -1.830 0.207 1.242
H -2.787 -1.158 0.333
H -3.434 -0.884 1.971
H -1.951 -1.907 1.645
H -1.113 0.156 0.646
C -0.406 0.743 4.313
O -1.093 -0.502 3.970
H -0.251 1.291 3.386
H 0.537 0.457 4.856
H -0.955 1.403 4.928
H -1.441 -0.450 3.111
*
```


(2)
ORCA calculation (ωB97M-V/def2-TZVPD) on a 15-piece molecular cluster, H31O15 overall.

- calculated total energy (hartree) = -1146.93725
- Kohn-Sham gap (eV) = 10.73

ORCA input file:
```
! wB97M-V def2-TZVPD RIJCOSX def2/J DEFGRID3
* xyz 1 1
O 1.727 -2.531 2.581
H 1.019 -1.729 -0.770
H 2.610 -2.203 2.382
O -0.735 3.066 -1.733
H -2.788 1.281 0.309
H -0.867 2.114 -1.848
O 0.087 -1.607 -0.575
H 2.277 2.869 -2.933
H 1.807 1.323 3.031
O -0.068 2.334 1.564
H -1.801 -3.701 -1.732
H 0.663 2.588 2.178
O 4.195 -1.011 1.104
H 4.924 -1.211 0.484
H 4.468 -0.112 1.359
O 2.036 2.100 -2.414
H -1.911 -2.125 1.819
H -0.250 -0.770 -0.907
O -1.716 -3.107 1.480
H 0.759 0.983 -3.785
H -0.753 -3.256 -0.840
O -1.858 -2.539 -3.054
H -1.499 3.372 -2.249
H -2.519 -1.979 -3.474
O -1.577 -3.792 -0.764
H 2.448 1.971 -1.549
H -1.871 2.891 1.575
O 2.628 0.888 -0.130
H 1.463 1.922 4.353
O -3.074 0.587 -0.307
H -3.888 0.721 -0.788
H -0.854 -3.300 1.886
O 0.007 0.401 -3.637
H -0.989 -2.136 -3.248
H -0.412 -0.110 -4.331
O -2.759 2.813 1.163
H -1.897 -3.115 0.399
H -2.744 3.381 0.387
O 1.728 2.206 3.468
H 1.749 -2.878 3.476
H -2.732 -0.165 1.922
O -1.908 -0.655 1.795
H -1.357 -0.211 1.120
H 0.310 2.417 0.678
H 3.352 0.315 0.177
H 2.574 1.702 0.378
*
```


(3)
ORCA calculation (ωB97M-V/def2-TZVPD) on a 14-piece molecular cluster, C6H41NO14 overall.

- calculated total energy (hartree) = -1361.20592
- Kohn-Sham gap (eV) = 9.02

ORCA input file:
```
! wB97M-V def2-TZVPD RIJCOSX def2/J DEFGRID3
* xyz 0 1
C -0.350 -0.663 -3.252
N 0.218 0.723 -2.914
C 0.065 1.249 -1.522
C 0.756 2.621 -1.363
C 0.337 3.086 0.050
O -0.865 3.891 -0.116
C 0.693 0.183 -0.482
C 0.703 -1.492 -3.853
H -1.054 -1.082 -2.545
H -1.118 -0.614 -4.151
H 1.172 0.711 -3.030
H -1.004 1.349 -1.372
H 1.865 2.565 -1.403
H 0.409 3.354 -2.145
H 0.990 3.592 0.625
H 0.126 2.299 0.722
H -0.398 4.779 -0.118
H 0.295 -0.775 -0.626
H 1.742 0.317 -0.360
H 0.216 0.556 0.488
H 0.133 -2.188 -4.485
H 1.255 -2.088 -2.980
H 1.363 -0.855 -4.451
H -1.957 2.733 -3.319
H -1.042 1.749 -3.812
O -1.645 2.403 -4.182
H 1.162 -3.796 0.975
H 2.477 -3.286 0.695
O 1.951 -3.636 1.320
H 0.533 2.424 4.228
H -0.406 1.694 3.340
O 0.606 1.746 3.610
H 2.044 0.308 2.714
H 2.972 1.367 3.394
O 2.937 0.642 2.748
H -3.866 0.685 -1.313
H -2.865 0.213 -2.444
O -3.052 0.232 -1.492
H 1.039 -1.900 2.203
H 1.592 -1.456 3.605
O 0.998 -1.257 2.984
H -1.468 -2.595 2.716
H -0.767 -1.548 3.542
O -1.588 -2.064 3.473
H -3.833 -2.358 0.177
H -3.148 -1.125 -0.571
O -3.090 -2.074 -0.277
H -2.583 -0.567 3.145
H -2.931 -0.514 1.640
O -2.808 -0.035 2.453
H -1.368 -2.908 0.107
H -2.012 -4.262 0.225
O -1.198 -3.816 0.452
H -2.216 1.616 2.876
H -1.917 2.623 1.940
O -1.863 2.515 2.905
H 4.873 0.152 0.018
H 3.784 0.263 1.355
O 4.177 -0.246 0.529
H 3.026 -1.175 -0.364
H 3.319 -2.249 -1.431
O 2.585 -2.011 -0.881
*
```


(4)
ORCA calculation (ωB97M-V/def2-TZVPD) on one molecule with the formula C4H6N2O2.

- calculated total energy (hartree) = -415.86643
- Kohn-Sham gap (eV) = 8.78
- structure (SMILES) = NC(=O)C1(N=O)CC1

ORCA input file:
```
! wB97M-V def2-TZVPD RIJCOSX def2/J DEFGRID3
* xyz 0 1
N -0.043 0.207 -2.068
C -0.726 0.659 -1.043
O -1.259 1.686 -0.793
C -0.219 -0.478 0.321
N -0.117 -1.800 0.192
O -0.393 -2.296 -0.887
C 0.886 0.304 0.988
C -0.327 0.044 1.746
H 0.536 -0.581 -1.998
H 0.206 0.897 -2.711
H 0.890 1.378 0.676
H 1.835 -0.087 1.193
H -0.373 -0.816 2.420
H -0.896 0.885 1.965
*
```


(5)
ORCA calculation (ωB97M-V/def2-TZVPD) on a 2-piece molecular cluster, C5H13NO2 overall.

- calculated total energy (hartree) = -403.53288
- Kohn-Sham gap (eV) = 10.89
- structure (SMILES) = CCCCC(N)=O.O

ORCA input file:
```
! wB97M-V def2-TZVPD RIJCOSX def2/J DEFGRID3
* xyz 0 1
C -1.372 -2.974 0.221
C -0.786 -1.832 -0.557
C -1.312 -0.380 -0.166
C -0.765 0.594 -1.155
C 0.655 1.050 -0.788
N 0.972 2.227 -1.509
O 1.337 0.749 0.154
H -0.625 -3.673 0.597
H -2.066 -3.563 -0.386
H -1.788 -2.598 1.165
H 0.317 -1.841 -0.485
H -1.066 -1.970 -1.613
H -2.413 -0.429 -0.070
H -0.926 -0.285 0.848
H -0.702 0.130 -2.165
H -1.207 1.534 -1.452
H 1.390 2.907 -0.876
H 0.366 2.790 -2.083
O 1.310 0.683 3.095
H 1.377 0.222 2.246
H 0.491 1.153 2.918
*
```


Number 1: E_HOMO -8.774 eV. Number 2: E_HOMO -13.470 eV. Number 3: E_HOMO -9.030 eV. Number 4: E_HOMO -8.897 eV. Number 5: E_HOMO -10.254 eV.